Entry 1:
{"formula": "C39H108O39S12", "method": "the ωB97M-V functional and the def2-TZVPD basis", "elements": ["S", "S", "S", "S", "S", "S", "S", "S", "S", "S", "S", "S", "O", "O", "O", "O", "O", "O", "O", "O", "O", "O", "O", "O", "O", "O", "O", "O", "O", "O", "O", "O", "O", "O", "O", "O", "O", "O", "O", "O", "O", "O", "O", "O", "O", "O", "O", "O", "O", "O", "O", "C", "C", "C", "C", "C", "C", "C", "C", "C", "C", "C", "C", "C", "C", "C", "C", "C", "C", "C", "C", "C", "C", "C", "C", "C", "C", "C", "C", "C", "C", "C", "C", "C", "C", "C", "C", "C", "C", "C", "H", "H", "H", "H", "H", "H", "H", "H", "H", "H", "H", "H", "H", "H", "H", "H", "H", "H", "H", "H", "H", "H", "H", "H", "H", "H", "H", "H", "H", "H", "H", "H", "H", "H", "H", "H", "H", "H", "H", "H", "H", "H", "H", "H", "H", "H", "H", "H", "H", "H", "H", "H", "H", "H", "H", "H", "H", "H", "H", "H", "H", "H", "H", "H", "H", "H", "H", "H", "H", "H", "H", "H", "H", "H", "H", "H", "H", "H", "H", "H", "H", "H", "H", "H", "H", "H", "H", "H", "H", "H", "H", "H", "H", "H", "H", "H", "H", "H", "H", "H", "H", "H", "H", "H", "H", "H", "H", "H"], "positions_angstrom": [[-3.0426, 3.4849, -7.7213], [-5.1780, -2.9220, 3.6592], [-1.7514, 3.6393, 4.8530], [-3.1596, -7.0471, -0.7437], [5.9260, -2.3434, 0.6106], [3.7409, 3.2461, -1.0804], [0.3570, -0.6327, 1.0375], [2.3764, -5.1128, 2.4791], [-4.5469, 4.3701, -0.1190], [-2.8928, -1.8386, -3.5329], [0.4680, 5.9382, 0.8563], [2.9148, -2.5255, -3.4685], [0.9819, -5.3876, 2.8248], [-6.3638, -3.5294, 3.0462], [2.0603, -1.6056, -4.2339], [-0.3023, -1.7739, 1.6653], [-2.2545, -3.1365, -3.6649], [-2.2315, 4.3006, 3.6979], [5.9928, -3.8253, 0.4897], [-1.5606, 4.4207, 6.0579], [-3.8640, 3.9638, -1.3265], [-4.0072, -8.1066, -0.2025], [1.8569, -3.6780, -2.8818], [2.9800, 2.0691, 4.2272], [-4.3733, 5.6354, 0.6058], [-5.1971, -2.6415, 5.1142], [-1.1233, -0.4321, 6.1172], [-2.7024, 2.3305, 5.1768], [-4.1604, -1.5290, -2.8661], [-1.9712, 3.1637, -6.4013], [-2.5847, -6.0711, 0.4732], [3.3263, -6.4482, 2.5114], [0.6726, 4.7172, 1.6315], [3.0098, 3.4837, 0.1043], [6.5587, -1.8043, -0.8266], [-0.4352, 0.7793, 1.5335], [-2.1393, -7.3549, -1.6957], [3.1067, -4.0289, 3.2068], [-2.3507, 3.1509, -8.9727], [-0.4382, 5.3675, -0.4629], [0.5309, -0.7044, -0.4079], [-6.1934, 4.1825, -0.3430], [-2.7359, -1.0664, -5.0180], [-4.6357, -1.6228, 2.7984], [2.7553, -1.4036, 7.2076], [4.3473, 4.6877, -1.6697], [4.6811, -1.6624, 0.8633], [4.0476, -3.2453, -4.0360], [-3.5966, 4.8170, -7.5209], [1.6450, 6.7168, 0.4364], [3.1786, 2.4678, -2.2304], [3.3837, -1.6866, -1.9525], [7.7406, -2.3956, -1.3190], [5.2384, 2.3413, -0.6047], [-1.6137, -0.5569, -7.1752], [-2.3354, 3.6265, -5.1242], [-0.1494, 2.7159, 4.4720], [-1.4498, -0.8339, 4.8148], [-4.2479, 3.0687, 1.2016], [0.7871, 5.8082, -2.4674], [-1.3594, -5.3974, 0.3910], [2.4331, -4.8324, 0.6584], [-4.9019, -1.7400, 1.4083], [-7.2413, 6.2693, 0.5017], [-3.6856, -4.1151, 3.4356], [8.8394, -1.3196, -1.4550], [4.4670, 6.2114, -3.5898], [-1.2050, -4.3384, -0.7071], [-0.7843, 6.9642, 1.7316], [-7.0752, 4.7380, 0.5911], [-1.6681, -1.4226, -5.8582], [5.4354, -7.5826, 3.0521], [-1.0043, 2.0402, -0.4050], [1.8666, -1.7915, 6.1305], [-0.1717, 1.9964, 0.8184], [1.9692, -0.4930, 1.8076], [-2.8850, 2.4972, -4.2822], [-1.6617, -0.7269, -2.6397], [-4.2917, 2.2228, -7.3424], [4.7168, -6.3029, 2.4807], [-3.8273, 2.4719, 5.9789], [-0.5888, 6.1076, -1.6643], [3.3566, 2.4568, 2.9775], [7.2095, -1.7043, 1.7054], [1.6719, -6.0456, -3.1785], [-4.2755, -5.8706, -1.6341], [1.4900, -4.6748, -3.7928], [-4.0056, 1.1006, 6.6693], [-3.5524, -1.4580, 0.6178], [4.6006, 4.8035, -3.0765], [-2.0568, -3.6597, -0.7495], [-2.2090, 2.3408, -3.4416], [-3.8440, 2.8049, -3.8653], [0.4395, 2.7029, 5.3891], [1.7838, -0.2056, 2.8425], [-3.6942, 3.2783, 6.7001], [9.6800, -1.6882, -2.0429], [7.4972, -2.7379, -2.3248], [-1.5407, 6.3528, 2.2238], [-6.4125, 6.8153, 0.9521], [-0.4746, -1.1819, 4.4742], [3.7292, 1.8428, 4.7831], [8.5053, -0.3650, -1.8613], [-1.2781, -4.9597, 1.3859], [2.0543, -5.6942, 0.1089], [-8.2329, 6.5537, 0.8539], [4.7266, 1.4185, -0.3316], [-4.9857, -6.4316, -2.2414], [-3.4965, -5.4616, -2.2776], [5.8359, 2.1435, -1.4946], [2.2047, -1.5362, 1.5966], [-0.7067, -1.3565, -5.3487], [0.4267, -4.5612, -4.0038], [-1.0393, -4.7145, -1.7167], [-3.5316, -1.6505, -0.4549], [-3.2661, -4.4385, 4.3883], [-1.8344, -0.0281, 4.1897], [-0.5147, -6.0748, 0.2659], [4.2437, -2.2472, -1.5860], [3.4779, 6.6679, -3.5517], [6.4052, -7.7964, 2.6027], [1.9733, -4.5711, -4.7643], [-0.3878, -3.7003, -0.3708], [5.8128, 2.8986, 0.1353], [-4.7262, -5.2484, -0.8608], [-4.2521, 0.3067, 5.9643], [-1.4445, 3.9490, -4.5853], [2.5391, 0.2188, 1.2104], [2.0235, -2.8395, 5.8751], [2.3832, 2.5548, 2.4969], [-1.4908, 5.8023, -2.1947], [-2.1316, 0.2554, -2.5910], [-7.1642, 6.5515, -0.5483], [-5.6353, -0.9612, 1.1990], [-0.7181, -0.7625, -3.1842], [-1.8757, -2.4642, -6.1029], [0.4828, 3.1119, 3.6772], [1.3064, -6.8680, -3.7935], [-5.1351, 2.1896, -8.0321], [-0.8291, 3.0391, -0.8045], [-4.7340, 2.6527, 5.4016], [-3.0638, 4.4324, -5.0346], [-2.4802, -0.5902, -7.8356], [-7.0791, 4.3311, 1.6023], [-0.6332, 7.1842, -1.5002], [-0.8153, -0.8687, -7.8487], [3.9338, 3.3805, 3.0206], [-4.7176, 1.1992, 7.4887], [0.9919, -6.1778, -2.3369], [6.9008, -0.9060, 2.3804], [-0.6000, 2.7802, 1.4431], [-3.7954, 1.2548, -7.2746], [1.9654, -3.8683, 0.4591], [5.5792, 4.3594, -3.2591], [2.4791, -1.6607, -1.3450], [1.6679, 6.3142, -2.0723], [0.8945, 2.0842, 0.6095], [2.6761, -6.2753, -2.8220], [5.0471, -6.0780, 1.4666], [-4.3970, 2.1609, 0.6169], [8.0593, -1.3160, 1.1441], [4.8814, 6.3620, -4.5866], [9.2954, -1.0235, -0.5103], [3.7377, -0.6750, -2.1513], [4.9827, 6.8180, -2.8453], [-0.1107, 7.5302, 2.3751], [3.9770, 4.1610, -3.6981], [-2.1518, -1.6651, 4.8822], [-1.4602, 0.4956, -6.9368], [-3.2171, 3.1205, 1.5521], [2.3676, -1.6311, 8.0558], [-3.0464, 0.8237, 7.1068], [-3.4560, -0.3725, 0.6402], [-2.6744, -1.9016, 1.0872], [-0.9970, -1.2126, 6.6616], [-3.0427, 1.5001, -4.6933], [4.8319, -8.4349, 2.7398], [0.8582, -1.6808, 6.5291], [-4.0493, -5.0597, 3.0312], [-4.8817, 3.1050, 2.0877], [-1.4884, -1.0185, -1.6038], [0.6095, 6.1722, -3.4794], [-8.0610, 4.4004, 0.2712], [8.1140, -3.2162, -0.7064], [1.9493, -1.0637, 5.3234], [-5.1028, -2.7420, 1.0293], [3.5144, -4.7495, 0.5487], [-0.4149, 1.6750, 4.2876], [3.9572, 1.6514, 2.5549], [-2.9057, -3.6549, 2.8289], [-1.2667, 7.6065, 0.9949], [7.5144, -2.5007, 2.3843], [-2.0922, 2.1001, -0.3733], [5.4059, -7.7043, 4.1348], [1.1182, 4.7764, -2.5845], [-0.6741, 1.4028, -1.2252], [-4.5401, 2.4692, -6.3101], [5.0680, -5.4550, 3.0687]], "mulliken_spin": [0.00, 0.00, 0.00, 0.00, 0.00, 0.00, -0.01, 0.00, 0.00, -0.01, 0.00, 0.00, 0.00, 0.00, 0.00, 0.00, 0.11, 0.00, 0.00, 0.00, 0.00, 0.00, 0.00, 0.00, 0.00, 0.00, 0.00, 0.00, 0.10, 0.00, 0.00, 0.00, 0.00, 0.00, 0.00, 0.00, 0.00, 0.00, 0.00, 0.00, 0.01, 0.00, 0.43, 0.00, 0.00, 0.00, 0.00, 0.00, 0.00, 0.00, 0.00, 0.00, 0.00, 0.00, 0.02, 0.00, 0.00, 0.00, 0.00, 0.00, 0.00, 0.00, 0.00, 0.00, 0.00, 0.00, 0.00, 0.00, 0.00, 0.00, 0.06, 0.00, 0.00, 0.00, 0.00, 0.00, 0.00, 0.08, 0.00, 0.00, 0.00, 0.00, 0.00, 0.00, 0.00, 0.00, 0.00, 0.00, 0.00, 0.00, 0.00, 0.00, 0.00, 0.00, 0.00, 0.00, 0.00, 0.00, 0.00, 0.00, 0.00, 0.00, 0.00, 0.00, 0.00, 0.00, 0.00, 0.00, 0.00, 0.00, 0.00, 0.04, 0.00, 0.00, 0.00, 0.00, 0.00, 0.00, 0.00, 0.00, 0.00, 0.00, 0.00, 0.00, 0.00, 0.00, 0.00, 0.00, 0.00, 0.00, 0.00, 0.05, 0.00, 0.00, 0.01, 0.05, 0.00, 0.00, 0.00, 0.00, 0.00, 0.00, 0.00, 0.00, 0.00, 0.00, 0.00, 0.00, 0.00, 0.00, 0.00, 0.00, 0.00, 0.00, 0.00, 0.00, 0.00, 0.00, 0.00, 0.00, 0.00, 0.00, 0.00, 0.00, 0.00, 0.00, 0.00, 0.00, 0.00, 0.00, 0.00, 0.00, 0.00, 0.00, 0.00, 0.00, 0.00, 0.00, 0.00, 0.00, 0.03, 0.00, 0.00, 0.00, 0.00, 0.00, 0.00, 0.00, 0.00, 0.00, 0.00, 0.00, 0.00, 0.00, 0.00, 0.00, 0.00, 0.00], "orbital_gap_ev": [8.3, 1.5], "largest_force_ha_per_bohr": 0.08860, "lumo_energy_ev": [-3.2, -10.0], "s_squared": 0.76, "energy_ev": -252046.0189, "spin_multiplicity": 2, "total_charge": 1, "homo_ev": [-11.50, -11.49]}

***

Entry 2:
{"formula": "C39H16BrF15GeN2O2STc", "method": "the ωB97M-V functional and the def2-TZVPD basis", "elements": ["Tc", "Br", "Ge", "S", "F", "F", "F", "F", "F", "F", "F", "F", "F", "F", "F", "F", "F", "F", "F", "O", "O", "N", "N", "C", "C", "C", "C", "C", "C", "C", "C", "C", "C", "C", "C", "C", "C", "C", "C", "C", "C", "C", "C", "C", "C", "C", "C", "C", "C", "C", "C", "C", "C", "C", "C", "C", "C", "C", "C", "C", "C", "C", "H", "H", "H", "H", "H", "H", "H", "H", "H", "H", "H", "H", "H", "H", "H", "H"], "positions_angstrom": [[-0.5471, 0.4997, 0.7640], [-4.2778, -0.6697, 7.0402], [2.8894, -0.4924, -0.5120], [1.3736, -0.9581, 0.9674], [2.9802, -1.1496, -3.6855], [3.9156, 2.5350, -1.0893], [3.8121, -3.1975, 0.4911], [8.4018, 0.9542, 1.6790], [3.8511, 0.4213, 2.5180], [8.0293, 0.3469, -0.9412], [2.9387, 4.3450, -2.7817], [0.6390, -0.5507, -2.5453], [0.8375, 3.7400, -4.3905], [5.5683, -0.2172, -1.8471], [3.5229, -3.4648, -4.9091], [4.2227, -5.6490, -3.4687], [4.3711, -5.5078, -0.7617], [6.2945, 0.9870, 3.3773], [-0.3044, 1.2784, -4.2645], [-0.8790, 0.3276, 3.1558], [-2.4493, -0.5568, 1.3316], [-4.6692, -1.6336, 0.5851], [-6.2542, -2.1745, 2.0177], [4.0115, -4.4309, -1.4677], [3.5776, -3.3904, -3.5761], [-5.0217, -1.6325, 1.8469], [-7.0398, -3.0462, -1.9057], [-0.3721, 1.9686, 0.0047], [-3.7272, -0.6468, 5.2330], [-5.7196, -2.2070, -0.1220], [-0.8619, 4.8502, -2.3438], [4.6140, 0.0223, 0.2944], [2.3769, 3.1335, -2.7162], [-2.9210, -0.6030, 2.6051], [3.7136, -3.2368, -0.8453], [-1.0670, 3.6447, -1.6859], [0.8594, 4.0783, -0.3057], [2.8624, 2.1782, -1.8459], [-8.0517, -3.3929, -0.9942], [1.0617, 5.2812, -0.9670], [3.3360, -2.1003, -1.5457], [6.9915, 0.3411, -0.1002], [-4.1694, -1.1144, 2.9252], [-5.8648, -2.4510, -1.4862], [-0.2051, 3.2494, -0.6624], [-6.7296, -2.5553, 0.7705], [-2.0726, -0.1274, 3.6079], [4.8416, 0.3598, 1.6225], [3.2892, -2.2104, -2.9224], [-7.9170, -3.1540, 0.3604], [0.0879, 0.8095, 4.1030], [5.7220, 0.0399, -0.5370], [-4.5695, -1.1298, 4.2631], [0.2018, 5.6696, -1.9879], [1.2125, 0.6590, -2.5633], [2.2982, 0.9169, -1.7403], [7.1807, 0.6542, 1.2301], [6.1057, 0.6683, 2.0925], [3.9371, -4.5032, -2.8441], [1.3044, 2.8300, -3.5273], [0.7182, 1.5819, -3.4550], [-2.4708, -0.1401, 4.9237], [0.3659, 6.6055, -2.5100], [-1.8265, 0.2310, 5.7068], [-1.8844, 2.9927, -1.9717], [-3.1587, -0.9698, 0.7108], [1.5336, 3.7598, 0.4819], [-5.0795, -2.1819, -2.1831], [0.3233, 0.0314, 4.8284], [-5.5385, -1.5193, 4.5499], [-7.1878, -3.2525, -2.9586], [-6.7302, -2.2951, 2.8953], [-1.5289, 5.1441, -3.1451], [-8.9573, -3.8583, -1.3636], [0.9685, 1.0438, 3.5189], [-8.6977, -3.4218, 1.0621], [1.8975, 5.9123, -0.6908], [-0.2893, 1.6999, 4.6027]], "mulliken_spin": [1.30, 0.00, -0.01, 0.00, 0.00, 0.00, 0.00, 0.00, 0.00, 0.00, 0.00, 0.03, 0.00, 0.00, 0.00, 0.00, 0.00, 0.00, 0.00, 0.01, -0.04, 0.00, 0.00, 0.00, 0.00, 0.00, 0.00, -0.19, 0.00, 0.00, 0.01, 0.01, 0.00, 0.01, 0.00, -0.01, -0.02, 0.01, 0.00, 0.01, 0.00, 0.00, 0.00, 0.00, -0.08, 0.00, 0.02, 0.00, 0.00, 0.00, -0.01, 0.00, 0.00, -0.01, -0.04, 0.01, 0.00, 0.00, 0.00, 0.00, 0.00, 0.00, 0.00, 0.00, 0.00, 0.00, 0.00, 0.00, 0.00, 0.00, 0.00, 0.00, 0.00, 0.00, 0.01, 0.00, 0.00, 0.00], "orbital_gap_ev": [6.8, 6.5], "largest_force_ha_per_bohr": 0.03209, "lumo_energy_ev": [-0.5, -0.5], "s_squared": 0.77, "energy_ev": -228128.8010, "spin_multiplicity": 2, "homo_ev": [-7.37, -7.05]}